<one>
{"formula": "C10H15NO", "method": "ωB97M-V/def2-TZVPD", "smiles": "COCCNCc1ccccc1", "lumo_ha": 0.0346, "elements": ["C", "O", "C", "C", "N", "C", "C", "C", "C", "C", "C", "C", "H", "H", "H", "H", "H", "H", "H", "H", "H", "H", "H", "H", "H", "H", "H"], "xyz": [[-2.541, -1.735, 0.488], [-3.000, -1.065, -0.658], [-2.900, 0.340, -0.612], [-1.462, 0.878, -0.639], [-1.003, 1.211, 0.699], [0.349, 1.753, 0.739], [1.400, 0.760, 0.305], [1.756, -0.285, 1.150], [2.664, -1.245, 0.743], [3.226, -1.175, -0.521], [2.877, -0.141, -1.371], [1.968, 0.819, -0.961], [-2.854, -2.772, 0.382], [-2.985, -1.314, 1.398], [-1.448, -1.706, 0.572], [-3.438, 0.675, -1.501], [-3.407, 0.734, 0.281], [-0.823, 0.141, -1.153], [-1.437, 1.805, -1.220], [-1.047, 0.389, 1.294], [0.370, 2.635, 0.094], [0.536, 2.071, 1.769], [1.320, -0.341, 2.139], [2.934, -2.050, 1.412], [3.935, -1.925, -0.841], [3.312, -0.081, -2.359], [1.698, 1.626, -1.628]], "lowdin_charge": [-0.118, -0.191, -0.215, -0.211, -0.065, -0.190, -0.232, -0.053, -0.087, -0.095, -0.084, -0.053, 0.089, 0.092, 0.079, 0.120, 0.123, 0.124, 0.119, 0.089, 0.116, 0.119, 0.112, 0.101, 0.100, 0.102, 0.111]}

=====

<two>
{"formula": "C10H15NO", "method": "ωB97M-V/def2-TZVPD", "smiles": "Cc1ccccc1.CCC(N)=O", "lumo_ha": 0.0295, "elements": ["C", "C", "C", "C", "C", "C", "C", "H", "H", "H", "H", "H", "H", "H", "H", "C", "C", "C", "N", "O", "H", "H", "H", "H", "H", "H", "H"], "xyz": [[-2.110, 0.046, -4.024], [-1.708, 0.060, -2.564], [-0.525, -0.538, -2.103], [-0.194, -0.583, -0.780], [-1.197, -0.180, 0.159], [-2.360, 0.407, -0.300], [-2.654, 0.532, -1.683], [-2.517, -0.959, -4.168], [-1.261, 0.083, -4.718], [-2.779, 0.837, -4.336], [0.051, -1.031, -2.879], [0.621, -1.175, -0.423], [-1.029, -0.234, 1.225], [-3.019, 0.870, 0.421], [-3.486, 1.172, -1.945], [2.860, 1.374, 1.640], [2.307, -0.038, 1.788], [1.479, -0.200, 3.069], [0.949, -1.436, 3.282], [1.283, 0.719, 3.839], [2.070, 2.100, 1.847], [3.279, 1.451, 0.642], [3.582, 1.655, 2.395], [1.832, -0.504, 0.931], [3.124, -0.748, 1.984], [0.326, -1.505, 4.069], [1.079, -2.175, 2.631]], "lowdin_charge": [-0.058, -0.287, -0.063, -0.081, -0.079, -0.085, -0.048, 0.086, 0.075, 0.073, 0.112, 0.075, 0.088, 0.097, 0.109, -0.090, -0.171, -0.559, 0.154, 0.048, 0.076, 0.071, 0.074, 0.066, 0.117, 0.110, 0.090]}

=====

If we sort the structures by their calculated energies, the order from most to least stable is <two>, <one>.

=====

<one>
{"formula": "C3H3N4O", "method": "ωB97M-V/def2-TZVPD", "charge": 1, "lumo_ha": [-0.2527, -0.2917], "elements": ["C", "C", "C", "N", "N", "N", "N", "O", "H", "H", "H"], "xyz": [[-0.801, -1.189, -0.030], [-0.098, 0.040, -0.039], [1.195, -1.624, -0.002], [4.078, 0.127, -0.042], [5.134, -0.013, 0.078], [0.088, -2.203, -0.159], [1.188, -0.352, -0.233], [-0.493, 1.254, -0.080], [-1.841, -1.375, 0.184], [1.941, 0.321, -0.228], [-1.437, 1.234, 0.066]], "lowdin_charge": [0.059, -0.273, 0.034, 0.033, 0.092, 0.172, 0.176, 0.275, 0.149, 0.118, 0.165]}

=====

<two>
{"formula": "C3H3N4O", "method": "ωB97M-V/def2-TZVPD", "smiles": "[NH+]#CN([O-])/[NH+]=c1/cn1", "charge": 1, "lumo_ha": [-0.2141, -0.2141], "elements": ["N", "C", "N", "O", "N", "C", "C", "N", "H", "H", "H"], "xyz": [[-1.809, 0.891, -1.144], [-0.814, 0.226, -1.220], [-0.339, -0.969, -1.113], [-0.360, -1.925, -1.830], [0.556, -1.152, 0.239], [0.665, -0.036, 0.853], [1.105, 0.816, 1.860], [0.178, 1.231, 0.974], [-1.995, 1.803, -1.553], [1.086, -1.999, 0.205], [1.727, 1.113, 2.729]], "lowdin_charge": [0.268, -0.136, -0.188, 0.082, 0.269, -0.264, 0.212, 0.296, 0.118, 0.174, 0.169]}

=====

If we sort the structures by their calculated energies, the order from most to least stable is <one>, <two>.

=====

<one>
{"formula": "C3H8S2", "method": "ωB97M-V/def2-TZVPD", "smiles": "C=CC.SS", "lumo_ha": 0.0166, "elements": ["C", "C", "C", "H", "H", "H", "H", "H", "H", "S", "S", "H", "H"], "xyz": [[-0.002, 0.505, -2.002], [-0.810, 0.517, -0.944], [-1.380, -0.765, -0.419], [0.568, 1.364, -2.315], [0.164, -0.410, -2.580], [-1.247, 1.394, -0.463], [-1.658, -0.624, 0.642], [-2.237, -1.185, -0.968], [-0.628, -1.564, -0.456], [2.138, 0.987, 1.723], [1.143, 0.101, 3.241], [3.439, 0.574, 1.926], [0.510, -0.893, 2.615]], "lowdin_charge": [-0.023, -0.253, -0.138, 0.044, 0.065, 0.096, 0.066, 0.076, 0.070, 0.188, 0.213, -0.180, -0.224]}

=====

<two>
{"formula": "C3H8S2", "method": "ωB97M-V/def2-TZVPD", "smiles": "C=C.CSS", "lumo_ha": 0.0146, "elements": ["C", "C", "H", "H", "H", "H", "C", "S", "S", "H", "H", "H", "H"], "xyz": [[-2.934, 0.117, -0.496], [-2.712, -0.382, 0.715], [-2.334, -0.304, -1.294], [-3.680, 0.880, -0.660], [-1.966, -1.138, 0.936], [-3.280, -0.088, 1.587], [2.012, -1.399, -0.005], [0.694, -0.387, -0.750], [0.941, 1.298, 0.519], [2.109, -1.178, 1.054], [2.973, -1.250, -0.487], [1.710, -2.441, -0.105], [0.092, 0.934, 1.462]], "lowdin_charge": [-0.081, -0.106, 0.027, 0.048, 0.034, 0.041, -0.502, 0.378, 0.326, 0.013, 0.026, 0.023, -0.228]}

=====

If we sort the structures by their calculated energies, the order from most to least stable is <two>, <one>.